(1)
C9H6MgN2O4 as an isolated structure at a distorted geometry. Source: the OMol25 dataset; level of theory: ωB97M-V with the def2-TZVPD basis set.

Summary:
* E_LUMO: -0.33645 hartree
* total charge: +2

XYZ file:
```
22
C9H6MgN2O4, DFT ωB97M-V with the def2-TZVPD basis set
O -0.033 2.909 -4.010
C -0.033 1.828 -3.619
Mg -0.032 -0.060 -2.671
C 1.592 -0.992 -3.617
C -1.658 -0.990 -3.619
O 2.528 -1.534 -4.008
O -2.596 -1.531 -4.008
N 0.693 0.486 4.204
C -0.258 -0.122 3.442
O -1.207 -0.710 3.951
C -0.136 -0.070 1.927
C 0.900 0.549 1.232
C 0.910 0.538 -0.167
N -0.075 -0.066 -0.846
C -1.098 -0.679 -0.219
C -1.145 -0.694 1.173
H 0.579 0.432 5.187
H 1.504 0.993 3.844
H 1.719 1.052 1.743
H 1.727 1.027 -0.726
H -1.883 -1.161 -0.832
H -1.995 -1.205 1.638
```


(2)
C9H6N10S5W as an isolated structure at a distorted geometry. Source: the OMol25 dataset; level of theory: ωB97M-V with the def2-TZVPD basis set.

Summary:
* E_LUMO (spin up / spin down): -0.05191 / -0.07027 hartree
* multiplicity: 3
* total charge: 0
* ⟨S²⟩: 2.02

XYZ file:
```
31
C9H6N10S5W, DFT ωB97M-V with the def2-TZVPD basis set
W -0.428 -1.114 0.832
N 2.835 -0.481 2.178
C 1.788 0.272 2.637
N 1.828 1.186 3.581
N 0.575 1.663 3.659
N -0.198 1.070 2.824
N 0.544 0.158 2.136
C 2.686 -1.374 1.163
N 3.650 -2.034 0.575
N 3.048 -2.785 -0.375
N 1.788 -2.612 -0.387
N 1.485 -1.710 0.602
H 3.752 -0.325 2.562
S -1.757 -2.413 -0.758
S -1.839 -4.240 0.197
S -2.614 -3.703 1.985
S -1.144 -2.335 2.676
S -2.840 2.625 -0.307
C -2.263 1.355 0.675
N -1.380 0.576 0.114
C -1.059 0.997 -1.176
C -0.139 0.388 -2.032
C 0.019 0.916 -3.296
C -0.716 2.032 -3.708
C -1.620 2.648 -2.867
C -1.780 2.118 -1.592
H -2.602 1.228 1.693
H 0.426 -0.487 -1.723
H 0.719 0.454 -3.977
H -0.576 2.414 -4.710
H -2.186 3.514 -3.181
```


(3)
An isolated molecule of C9H6N2O at a distorted geometry. Source: the OMol25 dataset; level of theory: ωB97M-V with the def2-TZVPD basis set.

Summary:
* E_LUMO: -0.03788 hartree
* total charge: 0

XYZ file:
```
18
C9H6N2O, DFT ωB97M-V with the def2-TZVPD basis set
O 1.723 0.094 3.098
C 1.254 -1.109 2.710
C 0.573 -0.837 1.439
C -0.522 -1.728 1.008
C -1.072 -1.552 -0.197
C -0.719 -0.394 -1.035
C -1.506 0.019 -2.185
C -1.085 1.186 -2.678
C 0.116 1.868 -2.074
N 0.586 1.689 -0.929
C 0.072 0.578 -0.364
N 0.774 0.219 0.744
H 1.639 -2.252 2.950
H -1.146 -2.365 1.925
H -2.213 -2.000 -0.338
H -2.503 -0.546 -2.041
H -1.700 1.817 -3.298
H -0.051 3.049 -2.427
```


(4)
An isolated molecule of C9H6N2O2S2 at a distorted geometry. Source: the OMol25 dataset; level of theory: ωB97M-V with the def2-TZVPD basis set.

Summary:
* E_LUMO: -0.01411 hartree
* total charge: 0

XYZ file:
```
21
C9H6N2O2S2, DFT ωB97M-V with the def2-TZVPD basis set
O 0.525 3.593 -0.984
C -0.175 2.702 -0.498
C -1.609 2.760 -0.181
C -2.247 1.732 0.419
S -4.064 1.671 0.802
N -4.616 0.282 0.338
N -4.140 -0.633 -0.356
S -5.292 -1.772 -0.779
O -1.745 0.538 0.720
C -0.407 0.287 0.484
C 0.167 -0.876 0.859
C 1.564 -1.103 0.727
C 2.316 -0.139 0.138
C 1.712 1.084 -0.274
C 0.391 1.362 -0.043
H -1.907 3.759 -0.486
H -4.443 -2.715 -1.169
H -0.404 -1.594 1.244
H 1.915 -1.996 1.018
H 3.276 -0.444 0.020
H 2.385 1.867 -0.713
```


(5)
An isolated molecule of C9H6N4O at a distorted geometry. Source: the OMol25 dataset; level of theory: ωB97M-V with the def2-TZVPD basis set.

Summary:
* E_LUMO: -0.00569 hartree
* total charge: 0

XYZ file:
```
20
C9H6N4O, DFT ωB97M-V with the def2-TZVPD basis set
O -1.593 2.353 0.188
C -1.936 1.210 0.048
C -3.286 0.601 -0.004
N -3.488 -0.640 -0.058
N -2.492 -1.532 -0.110
C -1.174 -1.231 0.112
N -0.089 -1.946 0.266
C 0.964 -0.983 0.159
C 2.308 -1.239 0.034
C 3.152 -0.166 -0.051
C 2.628 1.142 -0.056
C 1.247 1.408 -0.005
C 0.456 0.257 0.052
N -0.918 0.184 0.062
H -4.096 1.305 -0.092
H -2.777 -2.484 -0.320
H 2.751 -2.255 0.087
H 4.196 -0.390 -0.239
H 3.309 1.973 -0.158
H 0.839 2.435 0.083
```


(6)
An isolated molecule of C9H6O4S at a distorted geometry. Source: the OMol25 dataset; level of theory: ωB97M-V with the def2-TZVPD basis set.

Summary:
* E_LUMO: 0.02177 hartree
* total charge: 0

XYZ file:
```
20
C9H6O4S, DFT ωB97M-V with the def2-TZVPD basis set
C -2.263 -1.385 -0.571
C -1.536 -1.965 0.369
C -1.949 -0.066 -0.927
C -0.376 -1.399 0.898
C -0.815 0.573 -0.369
C -0.049 -0.067 0.614
C -0.402 1.940 -0.815
C 0.636 2.613 -0.580
C 2.258 0.207 1.222
O 2.602 -1.149 1.021
O 2.036 -0.274 -1.383
O 1.000 0.638 1.060
O 1.460 3.415 -0.454
S 3.025 -0.287 -0.360
H -3.182 -1.704 -1.077
H -1.680 -3.016 0.502
H -2.594 0.538 -1.526
H 0.275 -1.849 1.710
H -1.182 2.455 -1.329
H 2.738 0.781 1.994
```


Please write out number 4 again, unchanged.
An isolated molecule of C9H6N2O2S2 at a distorted geometry. Source: the OMol25 dataset; level of theory: ωB97M-V with the def2-TZVPD basis set.

Summary:
* E_LUMO: -0.01411 hartree
* total charge: 0

XYZ file:
```
21
C9H6N2O2S2, DFT ωB97M-V with the def2-TZVPD basis set
O 0.525 3.593 -0.984
C -0.175 2.702 -0.498
C -1.609 2.760 -0.181
C -2.247 1.732 0.419
S -4.064 1.671 0.802
N -4.616 0.282 0.338
N -4.140 -0.633 -0.356
S -5.292 -1.772 -0.779
O -1.745 0.538 0.720
C -0.407 0.287 0.484
C 0.167 -0.876 0.859
C 1.564 -1.103 0.727
C 2.316 -0.139 0.138
C 1.712 1.084 -0.274
C 0.391 1.362 -0.043
H -1.907 3.759 -0.486
H -4.443 -2.715 -1.169
H -0.404 -1.594 1.244
H 1.915 -1.996 1.018
H 3.276 -0.444 0.020
H 2.385 1.867 -0.713
```


> Number 1 is which compound?

C9H6MgN2O4